{"formula": "C60H76BBrF4IN2O6P2", "method": "ωB97M-V with the def2-TZVPD basis set", "e_lumo_ev": -4.4458, "total_charge": 1, "symbols": ["C", "C", "C", "C", "C", "C", "O", "C", "C", "C", "C", "F", "C", "F", "F", "P", "N", "O", "N", "B", "O", "O", "C", "O", "C", "C", "F", "C", "C", "C", "C", "I", "P", "O", "Br", "H", "H", "H", "H", "H", "H", "H", "H", "H", "H", "H", "H", "H", "H", "H", "H", "H", "H", "H", "H", "H", "H", "H", "H", "H", "H", "H", "H", "H", "H", "H", "H", "H", "H", "C", "C", "C", "C", "C", "C", "H", "H", "H", "H", "H", "H", "C", "C", "C", "C", "C", "C", "H", "H", "H", "H", "H", "H", "C", "C", "C", "C", "C", "C", "H", "H", "H", "H", "H", "H", "C", "C", "C", "C", "C", "C", "H", "H", "H", "H", "H", "H", "C", "C", "C", "C", "C", "C", "H", "H", "H", "H", "H", "H", "C", "C", "C", "C", "C", "C", "H", "H", "H", "H", "H", "H", "C", "C", "C", "C", "C", "C", "H", "H", "H", "H", "H", "H"], "positions_angstrom": [[-2.5059, 1.7824, 0.0826], [-0.9078, 2.2282, 0.3233], [-0.9504, 3.5002, 1.3208], [-0.1491, 0.8797, 0.8393], [1.1834, 1.0660, 1.7742], [2.4528, 1.4160, 0.8237], [2.5434, 0.6543, -0.4506], [3.9378, 1.5496, 1.6014], [4.9519, 1.6876, 0.3490], [6.4645, 2.1237, 0.3781], [7.0436, 3.5304, 0.8636], [6.6757, 4.9107, 0.4776], [8.2639, 3.4885, 1.7771], [9.5635, 3.3969, 1.0047], [8.1949, 3.5120, 3.2611], [3.8049, 3.2769, 2.4257], [5.1975, 3.7111, 3.4291], [3.8301, 4.4760, 1.1104], [4.0691, 0.3535, 2.4890], [5.4935, 0.1580, 3.0732], [6.1441, 0.9486, 4.1087], [6.3227, -1.0075, 2.5938], [2.9819, 0.0343, 3.4862], [2.9098, 1.0224, 4.6147], [3.2589, -1.3743, 4.3519], [3.5292, -1.1222, 5.9686], [4.8105, -0.4837, 6.3054], [1.4589, -0.2255, 2.8169], [1.3269, -1.5369, 1.8949], [-0.1058, -2.3554, 1.9093], [0.2208, -3.8994, 2.4469], [-0.9193, -2.6705, -0.1493], [0.2734, 0.0133, 4.3067], [-1.3206, 0.6309, 3.8023], [-0.3957, -1.9383, 5.3254], [-2.9496, 1.1760, 0.9772], [-3.2113, 2.7006, -0.0874], [-2.5634, 1.0695, -0.8687], [-0.5193, 2.4962, -0.7515], [-1.8040, 4.2432, 0.9418], [0.0827, 4.0874, 1.2126], [-1.1862, 3.1854, 2.4214], [0.0560, 0.2623, -0.1674], [-1.0073, 0.2089, 1.3279], [1.0476, 1.9858, 2.5242], [2.2518, 2.5312, 0.4353], [3.0263, -0.2316, -0.2998], [5.0427, 0.5777, -0.1048], [4.4060, 2.4162, -0.4297], [6.8242, 2.0386, -0.7665], [7.1220, 1.2554, 0.8750], [5.0836, 3.5131, 4.4396], [5.6192, 4.6336, 3.2206], [2.9885, 5.0306, 1.1363], [3.9976, -0.4614, 1.7999], [7.0716, 1.1486, 3.7339], [6.2124, -1.7540, 3.2541], [2.4095, 1.8397, 4.3630], [4.0035, -2.1227, 3.8477], [2.2732, -2.0548, 4.3963], [2.5836, -0.6783, 6.5388], [3.6113, -2.2306, 6.4119], [1.4647, -1.3462, 0.7222], [2.1564, -2.3812, 2.0685], [-0.9732, -1.8321, 2.4792], [-0.7750, -4.5140, 2.5884], [0.9664, -4.4061, 1.6704], [0.8255, -3.8791, 3.4738], [-1.9034, 0.7434, 4.6117], [3.6405, 7.8915, -2.2630], [3.4549, 7.2728, -1.0270], [2.4480, 7.7147, -0.1693], [1.6194, 8.7698, -0.5522], [1.8026, 9.3860, -1.7899], [2.8156, 8.9502, -2.6437], [4.4275, 7.5490, -2.9298], [4.0962, 6.4462, -0.7316], [2.3080, 7.2369, 0.7965], [0.8315, 9.1111, 0.1140], [1.1558, 10.2072, -2.0888], [2.9615, 9.4340, -3.6054], [0.6413, 13.4030, -5.2048], [0.5600, 12.7482, -6.4334], [1.4934, 11.7663, -6.7643], [2.5033, 11.4321, -5.8616], [2.5823, 12.0844, -4.6315], [1.6544, 13.0728, -4.3044], [-0.0843, 14.1705, -4.9487], [-0.2311, 13.0038, -7.1339], [1.4338, 11.2610, -7.7244], [3.2279, 10.6635, -6.1173], [3.3684, 11.8226, -3.9274], [1.7196, 13.5846, -3.3483], [-3.1552, -5.8791, -5.1799], [-2.6039, -7.0937, -4.7728], [-1.8269, -7.1550, -3.6164], [-1.6092, -6.0024, -2.8610], [-2.1636, -4.7886, -3.2661], [-2.9329, -4.7255, -4.4276], [-3.7579, -5.8311, -6.0831], [-2.7793, -7.9931, -5.3577], [-1.3919, -8.1002, -3.3031], [-1.0078, -6.0510, -1.9571], [-1.9952, -3.8908, -2.6764], [-3.3601, -3.7786, -4.7459], [-0.1740, 1.4170, -3.6604], [-0.6185, 2.6370, -4.1691], [-1.6766, 2.6711, -5.0768], [-2.2974, 1.4846, -5.4686], [-1.8553, 0.2649, -4.9570], [-0.7910, 0.2301, -4.0564], [0.6529, 1.3906, -2.9556], [-0.1392, 3.5621, -3.8584], [-2.0184, 3.6213, -5.4781], [-3.1252, 1.5113, -6.1722], [-2.3402, -0.6595, -5.2612], [-0.4433, -0.7208, -3.6622], [-4.3013, -9.8664, -0.3663], [-3.0471, -9.2869, -0.5552], [-1.9008, -10.0808, -0.5343], [-2.0098, -11.4572, -0.3340], [-3.2644, -12.0373, -0.1488], [-4.4100, -11.2420, -0.1605], [-5.1942, -9.2469, -0.3793], [-2.9628, -8.2153, -0.7181], [-0.9231, -9.6280, -0.6748], [-1.1170, -12.0768, -0.3225], [-3.3493, -13.1102, 0.0057], [-5.3867, -11.6934, -0.0107], [-5.3696, -6.0242, 3.8546], [-5.6173, -4.6625, 3.6839], [-4.6210, -3.7302, 3.9718], [-3.3723, -4.1607, 4.4214], [-3.1234, -5.5227, 4.5885], [-4.1229, -6.4545, 4.3095], [-6.1474, -6.7503, 3.6335], [-6.5880, -4.3275, 3.3270], [-4.8165, -2.6688, 3.8451], [-2.5942, -3.4345, 4.6411], [-2.1498, -5.8581, 4.9373], [-3.9304, -7.5151, 4.4451], [-7.7231, -5.4761, 0.6108], [-6.4775, -4.9748, 0.2341], [-6.3016, -4.4230, -1.0346], [-7.3751, -4.3637, -1.9238], [-8.6216, -4.8616, -1.5456], [-8.7951, -5.4218, -0.2803], [-7.8589, -5.9091, 1.5984], [-5.6429, -5.0148, 0.9296], [-5.3293, -4.0386, -1.3302], [-7.2394, -3.9293, -2.9107], [-9.4584, -4.8138, -2.2382], [-9.7650, -5.8147, 0.0119]]}



{"formula": "C38H76BrN6O7PS", "method": "ωB97M-V with the def2-TZVPD basis set", "e_lumo_ev": -1.3089, "symbols": ["C", "C", "P", "C", "C", "C", "C", "C", "N", "C", "C", "C", "C", "Br", "C", "C", "C", "C", "O", "C", "S", "C", "C", "O", "H", "H", "H", "H", "H", "H", "H", "H", "H", "H", "H", "H", "H", "H", "H", "H", "H", "H", "H", "H", "H", "C", "C", "C", "O", "C", "N", "H", "H", "H", "H", "H", "H", "H", "H", "H", "H", "H", "C", "C", "C", "O", "C", "N", "H", "H", "H", "H", "H", "H", "H", "H", "H", "H", "H", "C", "C", "C", "O", "C", "N", "H", "H", "H", "H", "H", "H", "H", "H", "H", "H", "H", "C", "C", "C", "O", "C", "N", "H", "H", "H", "H", "H", "H", "H", "H", "H", "H", "H", "C", "C", "C", "O", "C", "N", "H", "H", "H", "H", "H", "H", "H", "H", "H", "H", "H"], "positions_angstrom": [[3.7041, -3.1000, -0.5462], [3.4433, -1.6909, -1.1193], [1.7173, -1.7141, -1.7751], [0.9355, -1.9919, -0.1270], [1.1080, 0.0087, -2.1188], [1.9249, 1.1341, -2.3126], [3.4163, 0.9719, -2.3779], [3.8504, 0.3010, -3.6453], [5.0087, -0.1887, -3.7427], [1.3844, 2.3997, -2.5246], [2.2514, 3.6248, -2.6941], [2.9578, 4.0751, -1.4019], [2.2096, 3.8141, -0.1174], [3.3031, 5.9947, -1.5170], [0.0132, 2.5525, -2.5777], [-0.8107, 1.4591, -2.4554], [-0.2860, 0.1936, -2.2391], [-1.2635, -0.9186, -2.1885], [-0.9874, -2.0726, -2.3922], [-2.6830, -0.5712, -1.9054], [-3.6221, -1.9489, -1.3675], [-3.1655, 0.6537, -2.1034], [-2.2687, 1.7050, -2.5658], [-2.6931, 2.7494, -3.0007], [2.8957, -3.7963, -0.7381], [4.5852, -3.5239, -1.0109], [3.8939, -3.0564, 0.5176], [4.1633, -1.4994, -1.8973], [3.5652, -0.9727, -0.3175], [0.9206, -3.0476, 0.0911], [-0.0634, -1.5933, -0.0861], [1.5186, -1.4855, 0.6359], [3.9156, 1.9310, -2.3964], [3.8271, 0.4469, -1.5325], [3.1300, 0.2892, -4.4598], [5.1695, -0.5762, -4.6687], [1.6477, 4.4358, -3.0688], [3.0193, 3.4035, -3.4242], [3.9407, 3.6287, -1.3563], [2.0868, 2.7529, 0.0556], [2.7680, 4.2289, 0.7138], [1.2464, 4.3063, -0.1173], [-0.4160, 3.5243, -2.7370], [-4.4321, -1.2988, -0.5265], [-4.2014, 0.9006, -1.9654], [6.9172, -2.0927, 0.5374], [7.1079, -1.5632, -0.8811], [8.5599, -1.6118, -1.3684], [9.4036, -0.6105, -0.8368], [9.9301, -0.8802, 0.4451], [6.5206, -0.2292, -0.9813], [7.2489, -1.3682, 1.2814], [5.8605, -2.2860, 0.7217], [7.4671, -3.0227, 0.6961], [6.5404, -2.2146, -1.5557], [8.5627, -1.4470, -2.4484], [8.9958, -2.6043, -1.1846], [10.1142, -1.9522, 0.5771], [9.2702, -0.5330, 1.2446], [10.8763, -0.3462, 0.5305], [6.5169, 0.0627, -1.9545], [7.1290, 0.4243, -0.4959], [-9.8396, -1.7627, -0.9955], [-8.3330, -1.9974, -0.9622], [-7.7461, -2.0933, 0.4515], [-7.5992, -0.8572, 1.1174], [-8.7665, -0.3630, 1.7481], [-7.6769, -0.9696, -1.7728], [-10.0857, -0.7269, -0.7593], [-10.2253, -1.9692, -1.9925], [-10.3592, -2.4105, -0.2868], [-8.1377, -2.9643, -1.4363], [-6.7331, -2.4991, 0.3714], [-8.3282, -2.7915, 1.0684], [-9.3770, -1.1752, 2.1557], [-9.3688, 0.2433, 1.0686], [-8.4476, 0.2800, 2.5672], [-6.6862, -1.1821, -1.8421], [-7.7152, -0.0971, -1.2523], [-3.5068, 5.3370, 2.6148], [-3.0632, 4.5355, 1.3953], [-1.8572, 3.6266, 1.6796], [-0.6229, 4.3071, 1.7349], [-0.3486, 4.9903, 2.9415], [-2.8596, 5.4674, 0.2851], [-2.8401, 6.1790, 2.8009], [-4.5032, 5.7432, 2.4483], [-3.5362, 4.7159, 3.5126], [-3.8897, 3.8699, 1.1205], [-1.7483, 2.9056, 0.8624], [-2.0208, 3.0538, 2.6033], [-0.7582, 4.4525, 3.8022], [-0.7419, 6.0097, 2.9374], [0.7349, 5.0438, 3.0432], [-2.7013, 4.9702, -0.5823], [-2.0005, 5.9820, 0.4588], [12.7881, -6.7509, -0.2680], [12.6442, -5.4504, 0.5149], [11.7493, -5.5641, 1.7548], [10.3629, -5.5987, 1.4829], [9.8355, -6.8631, 1.1339], [12.2004, -4.3928, -0.3959], [11.8957, -6.9627, -0.8573], [13.6240, -6.6765, -0.9616], [12.9699, -7.5973, 0.3966], [13.6380, -5.1732, 0.8799], [11.8983, -4.6694, 2.3648], [12.0365, -6.4301, 2.3664], [10.3445, -7.6663, 1.6757], [9.9060, -7.0594, 0.0609], [8.7831, -6.8635, 1.4144], [12.2119, -3.5053, 0.0982], [11.2180, -4.5582, -0.5983], [-14.2342, 2.7207, 2.7589], [-13.5516, 1.8925, 1.6754], [-12.2215, 1.2686, 2.1143], [-11.1328, 2.1678, 2.1651], [-11.0348, 2.9361, 3.3489], [-13.4238, 2.7072, 0.4665], [-13.7551, 3.6920, 2.8805], [-15.2722, 2.9039, 2.4864], [-14.2194, 2.2070, 3.7219], [-14.2140, 1.0549, 1.4349], [-11.9393, 0.5170, 1.3711], [-12.3296, 0.7480, 3.0759], [-11.3660, 2.3634, 4.2207], [-11.6120, 3.8618, 3.2899], [-9.9853, 3.1983, 3.4781], [-13.0875, 2.1345, -0.3013], [-12.6881, 3.3906, 0.6208]]}



{"formula": "C4H14N2O", "method": "ωB97M-V with the def2-TZVPD basis set", "e_lumo_ev": 0.6744, "symbols": ["N", "C", "C", "C", "N", "C", "H", "H", "H", "H", "H", "H", "H", "H", "H", "H", "H", "H", "H", "H", "O"], "positions_angstrom": [[-0.9035, 1.2639, 0.8011], [-0.0062, 0.1228, 0.8299], [0.1257, -0.4964, 2.2198], [1.2885, 0.4285, 0.1092], [1.1097, 0.3696, -1.3247], [2.3517, 0.2283, -2.0774], [-1.8898, 1.1288, 0.9744], [-0.5885, 2.0830, 1.3025], [-0.5846, -0.6510, 0.3454], [0.3673, -1.5583, 2.1869], [-0.8296, -0.4755, 2.7527], [0.8743, -0.0565, 2.8756], [2.0688, -0.2578, 0.4197], [1.5432, 1.4599, 0.4177], [0.5805, 1.1688, -1.6380], [2.8818, -0.6551, -1.7200], [2.1046, 0.0952, -3.1349], [3.0223, 1.0951, -1.9942], [-5.0203, -1.3613, -0.7093], [-3.8093, -1.8062, -1.4415], [-4.6868, -2.1257, -1.1950]]}



In eV, the highest occupied orbital energy values for the records above are, in order, -10.4, -8.1, -8.6.
In kcal/mol, the energy above the lowest of the compared OMol25 structures with the same formula, charge and spin values for the records above are, in order, 300.8, 0.0, 33.1.